# 1
Entry from OMol25: the molecule C7H12N2O5 (ωB97M-V with the def2-TZVPD basis set).

```
26
Properties=species:S:1:pos:R:3:forces:R:3:lowdin_charge:R:1
C -1.9873 1.2169 0.4371 3.02 -0.97 -1.86 -0.19
C -0.2343 1.0530 -0.2319 -1.15 -1.60 3.29 -0.32
C -2.8368 0.0958 -0.1964 -1.28 2.85 -0.79 -0.10
C -2.7346 -1.2897 0.0575 2.15 -4.24 0.49 -0.58
C 2.0294 0.4370 0.1810 1.43 -0.32 0.69 -0.24
C 2.7056 -0.9188 -0.2554 1.13 1.31 1.47 -0.42
C 2.8777 1.3083 1.2403 0.29 -2.56 -0.25 0.00
H -1.9399 3.2796 0.3667 0.02 -0.35 -0.19 0.09
H -1.7851 2.4678 -1.0791 -0.16 0.43 0.25 0.07
H -1.8920 1.1189 1.5352 -0.16 0.59 -0.67 0.14
H -2.7702 0.2252 -1.2659 0.72 -0.17 -0.71 0.14
H -3.9469 0.1297 -0.2210 0.31 1.25 1.00 0.15
H -1.3883 -2.7647 0.6134 -1.31 1.85 -0.60 0.17
H 0.2675 -0.5230 1.0498 0.54 1.27 -0.54 0.14
H 2.0088 0.8459 -0.7819 -0.11 1.60 -1.07 0.10
H 3.7867 1.8078 0.9754 0.42 0.16 -1.29 0.06
H 2.3204 2.0514 1.7718 -0.91 0.03 0.13 0.06
H 3.2685 0.5452 1.9320 -0.44 0.37 0.39 0.08
H 4.1550 -1.6064 -1.2690 -0.25 0.74 0.03 0.13
N -2.2661 2.4839 -0.1772 -1.00 0.00 0.60 0.01
N 0.6433 0.3621 0.6341 -0.73 -0.76 -1.08 0.08
O 0.1676 1.6881 -1.1635 -0.99 0.44 -0.41 0.06
O -3.5834 -2.0862 -0.1754 -1.90 -0.60 -0.32 0.12
O -1.5323 -1.7768 0.4668 2.00 -0.04 0.94 0.07
O 2.4850 -1.9787 0.2532 -0.24 -0.32 -0.51 0.11
O 3.7576 -0.7107 -1.1585 -1.40 -0.96 1.01 0.07
```
Positions in Å, forces in eV/Å.

Calculated values
- SMILES: C[C@H](NC(=O)[C@@H](N)CC(=O)O)C(=O)O
- Energy above the lowest of the compared OMol25 structures with the same formula, charge and spin: 60.90 kcal per mole
- Orbital gap: 0.3497 Eh
- 2S+1: 1
- HOMO: -0.3321 hartree



# 2
Entry from OMol25: a structure of composition C35H37BF4P2Ti (ωB97M-V with the def2-TZVPD basis set).

```
80
Properties=species:S:1:pos:R:3:forces:R:3:lowdin_charge:R:1
Ti -0.3362 0.8849 -1.2190 -2.26 -1.67 3.58 0.79
C -2.1153 1.1459 -3.1061 -1.09 0.98 0.78 -0.14
C -1.9567 -0.1403 -2.6805 -0.11 -0.59 -1.46 -0.21
C -1.3289 -1.2895 -3.4462 2.36 0.90 1.13 -0.13
C 0.1071 -0.8039 -3.9984 -1.35 -1.56 -0.48 -0.15
C 0.8856 0.0576 -3.0819 -0.27 -0.23 -0.11 -0.20
C 0.7128 1.4020 -3.0108 1.21 2.32 0.18 -0.29
C -0.0230 2.3025 -3.9541 0.82 0.18 -1.38 -0.19
C -1.4422 1.8923 -4.2636 -1.95 -1.90 0.37 -0.16
C 1.1002 -0.1468 2.9995 0.55 2.08 1.10 -0.20
H -2.9312 1.7837 -2.6715 0.88 -1.21 -0.11 0.12
H -2.4504 -0.5221 -1.8227 -1.08 0.25 0.31 0.05
H -1.9803 -1.5094 -4.2719 -0.22 -0.55 -0.45 0.10
H -1.2102 -2.1840 -2.7332 -0.22 1.27 -1.37 0.10
H 0.6696 -1.7150 -4.2109 0.12 0.11 -0.22 0.11
H -0.0848 -0.2893 -4.9468 0.19 -0.17 0.07 0.10
H 1.7455 -0.3851 -2.6296 0.34 -0.18 0.38 0.07
H 1.3752 1.9828 -2.3215 -0.29 -0.60 -0.90 0.07
H 0.5393 2.3000 -4.9159 -0.18 0.11 0.32 0.13
H 0.0499 3.3416 -3.6056 -0.29 -0.31 0.12 0.12
H -2.1255 2.7304 -4.5356 0.76 -0.64 -0.10 0.13
H -1.5534 1.0261 -4.9489 0.64 1.25 -0.92 0.11
H 0.3276 0.6453 2.7605 0.70 -0.78 0.32 0.06
H 1.8331 0.2480 3.7421 -0.52 0.23 -0.20 0.06
H 0.6190 -0.9746 3.5777 0.60 -0.03 -1.70 0.07
P -1.3790 -1.0528 0.8844 3.44 3.02 0.38 1.01
P 2.0976 -0.1514 1.4850 -0.84 -1.64 -6.37 1.05
C -0.0285 -1.5373 -0.1362 -2.13 -0.03 0.26 -0.47
C 1.2512 -0.9171 0.0418 0.70 0.44 -1.27 -0.42
C -2.3451 -2.4326 1.1497 -1.24 -0.86 -0.47 -0.49
C -2.6858 -3.2696 0.0879 -0.70 -0.37 1.71 -0.08
C -3.5410 -4.3131 0.3966 -0.07 -0.42 -1.01 -0.10
C -4.0497 -4.5484 1.6527 0.43 0.76 0.73 -0.09
C -3.6676 -3.6645 2.6647 -0.73 -0.42 1.27 -0.11
C -2.8468 -2.5810 2.4663 0.28 -0.26 -1.85 -0.11
C -2.7203 0.8177 -0.2274 0.87 1.42 -0.42 -0.25
C -2.3420 2.1125 -0.5762 -2.36 0.39 -1.43 -0.23
C -3.2763 3.1937 -0.4319 1.87 -1.71 0.74 -0.09
C -4.5393 2.9370 0.0394 -1.69 -0.51 0.04 -0.12
C -4.9790 1.6213 0.2450 1.12 -0.94 -0.01 -0.10
C -4.0378 0.5627 0.2117 0.22 1.09 -0.57 -0.12
C 3.6697 -1.1048 1.4032 0.70 -0.15 0.92 -0.31
C 3.5355 -2.4455 1.7319 0.48 -0.71 0.90 -0.10
C 4.6311 -3.2919 1.9712 0.05 0.03 -0.18 -0.07
C 5.9535 -2.8610 1.7862 -1.26 0.54 0.01 -0.08
C 6.0838 -1.5272 1.3862 0.63 -0.35 -0.18 -0.09
C 4.9758 -0.6845 1.1538 1.05 0.98 0.49 -0.07
C 2.5289 1.5007 0.6057 1.34 2.54 1.77 -0.27
C 2.5638 2.6304 1.4605 -0.74 0.22 1.04 -0.10
C 2.8718 3.9487 1.0627 0.18 -0.42 0.05 -0.08
C 3.2046 4.2668 -0.2518 -0.42 -0.72 0.46 -0.08
C 3.1569 3.2083 -1.1541 0.22 -0.60 0.72 -0.09
C 2.9527 1.8634 -0.7102 -0.58 -1.27 -1.25 -0.10
H -0.3141 -2.2529 -0.9775 1.31 0.66 1.22 0.06
H 1.9027 -1.1138 -0.8769 -0.16 0.45 1.92 0.07
H -2.3138 -3.0726 -0.9050 -0.06 -0.16 -0.12 0.08
H -3.8408 -4.9652 -0.3849 -0.26 -0.59 -0.72 0.09
H -4.7356 -5.3644 1.8714 0.23 0.16 -0.17 0.10
H -4.0552 -3.8223 3.6643 -0.11 -0.08 0.05 0.10
H -2.5786 -1.8195 3.2016 -0.19 -0.47 -0.03 0.09
H -1.4824 2.3845 -1.5507 -1.40 0.02 2.65 0.13
H -2.8694 4.1593 -0.4329 0.14 1.54 -0.58 0.08
H -5.3059 3.7119 0.2013 0.74 -0.07 -0.19 0.10
H -6.0209 1.3664 0.4176 0.08 0.31 0.22 0.09
H -4.3543 -0.4551 0.4378 0.01 0.13 0.06 0.08
H 2.5424 -2.8065 1.9185 -0.35 -0.39 0.04 0.10
H 4.4670 -4.2902 2.3617 -0.22 0.00 -0.23 0.10
H 6.8060 -3.5331 1.9779 -0.51 0.59 -0.10 0.11
H 7.1240 -1.1716 1.3147 -0.75 0.27 -0.31 0.11
H 5.2193 0.3561 0.8858 -0.39 -0.48 0.14 0.11
H 2.2354 2.5035 2.5266 0.42 0.17 -1.05 0.11
H 2.8605 4.7517 1.7859 -0.07 -0.14 0.25 0.10
H 3.4755 5.2885 -0.5521 -0.31 -0.57 0.11 0.11
H 3.2780 3.4901 -2.2007 0.23 -0.78 0.08 0.11
H 3.0140 1.0783 -1.5192 -0.04 0.82 1.11 0.11
F -0.3282 1.9575 0.4650 1.52 -0.76 -0.13 -0.46
B -0.5501 -0.1109 6.3198 -0.07 0.08 -0.04 -0.69
F -1.8076 -0.2352 6.7913 1.70 0.10 -0.62 0.24
F 0.1306 -1.2057 5.8847 -0.95 1.52 0.63 0.21
F 0.0358 1.1082 6.2699 -0.72 -1.69 0.05 0.23
```
Positions in Å, forces in eV/Å.

Calculated values
- ⟨S²⟩: 2.049
- Orbital gap (alpha / beta): 0.1835 / 0.1935 Eh
- 2S+1: 3
- HOMO (alpha / beta): -0.1800 / -0.1908 hartree



# 3
Entry from OMol25: a cluster of 2 separate species, C9H13NO in total (ωB97M-V with the def2-TZVPD basis set).

```
24
Properties=species:S:1:pos:R:3:forces:R:3:lowdin_charge:R:1
C -1.7917 1.3411 -0.3705 -0.49 -1.50 0.16 -0.06
C -2.9749 0.8913 0.1902 -0.12 -0.74 -0.56 -0.11
C -3.2893 -0.4768 0.3393 -1.07 -0.17 0.88 -0.13
C -2.4208 -1.4540 -0.0551 2.14 -2.05 2.67 -0.10
C -1.0775 -1.0710 -0.4452 -1.76 -0.72 -0.57 -0.10
C -0.8451 0.2793 -0.6529 0.10 2.50 -1.71 -0.13
C 2.1125 -1.8142 0.3276 -1.10 0.45 -1.41 0.00
C 2.4580 -0.3113 -0.0031 -1.31 -1.73 2.37 -0.54
C 1.5948 2.0300 0.3494 -4.69 -2.59 -0.19 -0.01
H -1.7265 2.4606 -0.5619 0.61 -1.82 0.14 0.13
H -3.7297 1.5795 0.4327 -0.84 0.95 0.49 0.08
H -4.1955 -0.8675 0.9059 0.97 1.13 -1.00 0.12
H -2.6229 -2.5158 0.4811 0.53 2.23 -2.13 0.15
H -0.3161 -1.8703 -0.6470 -1.11 1.16 -0.08 0.10
H 0.0974 0.6780 -1.1037 -1.25 -1.14 0.18 0.10
H 0.9730 -1.7950 0.3815 1.94 -0.83 0.94 0.03
H 2.7029 -2.2010 1.2032 -0.94 0.57 -0.76 0.09
H 2.3455 -2.4539 -0.5773 -0.01 0.77 1.02 0.09
H 0.7148 0.0744 0.7748 -2.49 -0.72 1.48 0.04
H 2.5272 2.2269 -0.0405 1.86 0.68 -0.98 0.05
H 0.6788 2.2372 -0.3412 1.97 1.02 1.09 0.09
H 1.4257 2.4263 1.3468 0.11 0.31 -0.11 0.09
N 1.4479 0.5477 0.4047 5.74 0.97 -0.86 -0.05
O 3.5492 -0.0375 -0.3956 1.24 1.27 -1.05 0.06
```
Positions in Å, forces in eV/Å.

Calculated values
- SMILES: CNC(C)=O.c1ccccc1
- Energy above the lowest of the compared OMol25 structures with the same formula, charge and spin: 66.15 kcal per mole
- Orbital gap: 0.3662 Eh
- 2S+1: 1
- HOMO: -0.3366 hartree